No. 1
The following is a quantum chemistry calculation of a cluster of 2 separate species, C28H50BrN3O6PS in total in a non-equilibrium geometry, from the OMol25 dataset.

```
90
Properties=species:S:1:pos:R:3:forces:R:3:lowdin_charge:R:1
C -0.440296 -5.270755 2.131954 0.1198 0.4711 0.0633 -0.104
C 0.334130 -3.936852 2.275830 -0.0652 -0.8995 0.3697 -0.242
C 0.761997 -3.631119 3.727562 -0.4596 0.2028 -0.0638 -0.203
C 0.239609 -2.282502 4.269670 0.3768 -0.1028 0.4547 -0.193
C 1.342900 -1.320754 4.767168 -0.2769 -0.3170 -0.4404 -0.210
C 1.120907 0.130524 4.337095 0.6083 -0.1048 0.6968 -0.204
C 0.306677 0.971298 5.338157 -0.7266 0.0111 -0.7086 -0.179
C -0.929730 1.665462 4.706635 0.5442 -0.0486 0.3023 -0.203
C -0.884145 3.179905 4.847755 -0.3483 -0.1435 0.4327 -0.238
C -2.134151 3.879107 4.318423 0.3450 -0.1188 -0.3298 -0.199
C -2.344772 3.789382 2.785443 0.1486 0.1774 0.4955 -0.193
C -1.057422 3.609491 1.994376 0.0599 -0.1107 -0.3658 -0.251
C -1.238767 3.759481 0.473807 -0.6682 0.0263 0.1985 -0.207
C -1.250339 2.412481 -0.269291 0.8109 0.4222 0.4796 -0.183
C 0.025734 2.084772 -1.063930 -0.7536 0.1968 -0.7386 -0.649
Br 1.563812 2.500755 0.148370 0.2242 -0.0390 0.0620 0.815
C 0.116543 2.879894 -2.350664 -0.0580 -0.1999 -0.0071 -0.162
C 1.121067 2.309374 -3.354563 0.2666 0.2307 0.0017 -0.113
C 1.979877 1.182347 -2.862524 0.5828 0.3784 -0.1666 -0.409
O 2.637882 0.495231 -3.903100 0.0348 -0.0382 0.1203 -0.010
N 1.239461 0.106178 -2.120294 0.4736 0.2965 0.3681 -0.086
P 2.323379 -0.772114 -0.975361 0.0835 -1.4578 0.1836 0.802
N 1.924622 -2.262966 -0.837203 0.4046 0.3221 0.1989 -0.228
C -0.006358 0.591920 -1.405126 -0.6294 -0.2975 0.5595 -0.290
C -1.244052 0.211960 -2.219348 0.0305 -0.6454 0.0285 -0.128
C -1.906231 -1.125980 -1.826570 0.4624 0.7237 -0.1128 -0.051
C -1.944708 -2.173632 -2.912003 0.2684 0.0480 0.1430 -0.444
O -2.735486 -3.067435 -2.846788 -0.8344 -0.7431 -0.0642 0.112
N -1.072601 -2.041567 -4.025810 0.3189 -0.0438 -0.0329 0.100
C 0.161828 -2.767453 -3.966213 0.4349 0.0584 -0.1590 -0.252
C 0.309044 -3.986958 -3.300875 0.5827 0.1004 -0.1013 -0.019
C 1.553648 -4.625982 -3.294166 -0.0707 0.3181 -0.0388 -0.096
C 2.660474 -4.073403 -3.941971 -0.6720 0.4263 -0.0367 -0.107
C 2.504339 -2.864507 -4.624693 -0.4569 -0.2666 0.3016 -0.082
C 1.263993 -2.219620 -4.635325 0.2748 -0.3648 0.0374 -0.045
H -0.108758 -5.828811 1.262312 -0.0392 -0.0883 -0.1482 0.059
H -1.503520 -5.078748 2.024359 -0.1870 -0.1275 0.0339 0.065
H -0.291830 -5.891746 3.010515 0.0005 -0.1898 0.0608 0.056
H -0.305644 -3.138628 1.918155 0.1482 0.2194 -0.3009 0.084
H 1.213587 -4.024105 1.647836 0.0886 0.4178 -0.2044 0.082
H 1.846228 -3.669636 3.802809 0.1381 0.0350 0.0532 0.096
H 0.380840 -4.416148 4.376351 0.0607 -0.2000 0.0592 0.090
H -0.355682 -1.795872 3.502065 -0.0528 0.1383 -0.1261 0.093
H -0.432548 -2.482639 5.102772 -0.2356 0.0330 -0.0149 0.103
H 2.292232 -1.688261 4.380087 0.1518 0.1034 -0.1302 0.095
H 1.423010 -1.389643 5.850050 0.0741 0.0794 0.1731 0.104
H 0.669508 0.120748 3.348088 -0.0668 0.1781 -0.1438 0.091
H 2.104975 0.588365 4.246841 0.0718 0.1374 -0.2315 0.102
H -0.056263 0.336973 6.142578 0.1723 -0.1061 0.2211 0.101
H 0.943264 1.739502 5.767260 0.1192 0.0240 0.2192 0.100
H -0.981068 1.368506 3.663523 -0.2491 -0.0005 -0.1129 0.084
H -1.827288 1.309168 5.208430 -0.2313 -0.0698 -0.0961 0.111
H -0.829027 3.382364 5.920804 0.0574 0.1026 0.1042 0.111
H 0.035769 3.585289 4.434187 0.0931 0.0238 -0.2477 0.106
H -2.979969 3.425066 4.832001 -0.2383 0.0912 0.0366 0.102
H -2.101395 4.924319 4.618976 0.0081 0.1509 0.0316 0.102
H -2.803477 4.718032 2.451242 -0.2428 0.0360 -0.0511 0.106
H -3.054009 2.988965 2.581132 -0.0008 -0.1313 -0.2707 0.114
H -0.671536 2.608263 2.160896 0.2676 -0.0015 0.2170 0.058
H -0.303485 4.301738 2.360623 0.0983 0.1552 0.0208 0.108
H -2.214653 4.214251 0.308038 -0.0747 0.1092 -0.1058 0.112
H -0.532955 4.467101 0.053609 0.2529 -0.0577 -0.1413 0.094
H -2.094692 2.413276 -0.944160 -0.0601 -0.2163 -0.2027 0.126
H -1.343701 1.627149 0.484514 -0.4175 -0.1562 -0.0262 0.118
H 0.278657 3.936181 -2.177103 0.0732 0.1335 0.1560 0.127
H -0.870533 2.800102 -2.822661 -0.1112 -0.0184 -0.1702 0.092
H 0.615453 2.075210 -4.298256 -0.3130 -0.0336 -0.0019 0.098
H 1.832363 3.095372 -3.607315 0.0821 0.0960 -0.1824 0.134
H 2.749209 1.552395 -2.180515 -0.1369 -0.0050 0.2802 0.092
H 2.902126 1.177129 -4.531797 -0.1125 -0.0936 -0.2292 0.120
H 0.981369 -0.615624 -2.810504 -0.1365 0.0711 -0.0542 0.124
H 3.594081 -0.485439 -1.496783 -0.0887 0.3490 -0.0159 0.040
H 2.162668 -0.093280 0.227818 -0.1420 0.4883 -0.3392 -0.033
H 2.645590 -2.882467 -1.186836 -0.3414 -0.2662 -0.3235 -0.023
H -0.043775 0.024638 -0.471202 0.1164 0.0097 0.1488 0.112
H -1.003409 0.168644 -3.278544 -0.0093 0.3928 -0.1585 0.100
H -1.988762 0.986491 -2.169382 -0.0448 0.2156 -0.1910 0.093
H -2.951848 -0.938691 -1.605117 -0.1879 -0.0770 0.0800 0.128
H -1.488494 -1.553668 -0.914381 0.1446 -0.2382 0.0133 0.117
H -1.577250 -2.248646 -4.878291 -0.0618 0.0047 -0.0692 0.154
H -0.532273 -4.431552 -2.793096 -0.1039 -0.0352 0.0433 0.108
H 1.663875 -5.560667 -2.762345 -0.0429 -0.0785 0.0294 0.098
H 3.621396 -4.562657 -3.916558 0.0820 -0.1248 -0.0082 0.093
H 3.343772 -2.426013 -5.142103 0.0485 0.1090 -0.0602 0.100
H 1.150714 -1.288519 -5.172758 -0.1098 0.0760 0.0200 0.117
O -2.048212 1.825608 -4.336957 0.2858 -0.2024 0.2501 -0.470
S -1.917996 3.056629 -5.202569 -0.1077 0.3218 -0.3769 0.217
O -0.450882 3.319155 -5.402494 -0.0144 -0.1581 0.1336 -0.468
O -2.520363 4.195222 -4.472879 0.0832 -0.0556 0.1214 -0.454
O -2.568251 2.823653 -6.499693 0.0057 -0.0390 0.0968 -0.440
```
Positions in Å, forces in eV/Å.

Energy above the lowest of the compared OMol25 structures with the same formula, charge and spin, eV: 0.000
Spin multiplicity: 1
Lowest unoccupied orbital energy, eV: 1.7
Calculated total energy, Ha: -5026.11937
Kohn-Sham gap, eV: 4.77
Charge: -1

No. 2
The following is a quantum chemistry calculation of a cluster of 6 separate species, C28H50Cl10N4O2 in total in a non-equilibrium geometry, from the OMol25 dataset.

```
94
Properties=species:S:1:pos:R:3:forces:R:3:lowdin_charge:R:1
C 2.956166 -2.543413 0.635049 0.2444 0.0640 -1.3068 -0.034
C 2.844528 -1.044459 0.897574 -0.6559 -0.6014 -0.0230 -0.548
O 3.203585 -0.631475 1.959325 0.6474 0.6609 2.0207 0.052
N 2.307535 -0.145005 -0.009479 0.8320 -1.0701 -1.2351 0.066
C 2.592523 -0.459405 -1.420243 -0.3775 0.6582 -1.0907 -0.199
C 1.358291 -0.847212 -2.293208 0.6170 -0.4339 0.3290 -0.164
C 0.182447 -1.574189 -1.577793 -0.5773 0.3445 -0.4847 -0.163
C -1.176922 -0.966086 -2.048739 0.5433 -0.0394 -0.1700 -0.149
C -1.739727 0.148920 -1.099880 0.2173 -0.1244 -1.6990 -0.168
C -1.042521 1.422859 -1.532587 -3.3829 -5.9569 2.4339 -0.214
N -0.428051 2.341652 -1.555370 3.4405 5.2762 -0.6885 0.214
C -3.279480 0.382933 -1.321290 -0.2265 0.8704 -0.8521 -0.317
C -3.360281 1.165636 -2.632394 0.0925 -4.2555 6.3023 -0.207
N -3.346963 1.726413 -3.581950 -0.0980 3.3445 -5.6004 0.215
C -3.995541 1.291149 -0.249820 0.2294 0.7042 0.3353 -0.087
C -3.209480 1.708715 1.013523 0.1023 -0.5870 0.6822 -0.184
C -3.260943 0.657566 2.184758 0.1154 1.1009 0.6423 -0.385
C -1.887287 0.403812 2.899459 -1.3718 -0.8440 -0.3375 -0.123
C -4.273142 1.205022 3.238746 0.1525 -0.6116 -0.5565 -0.080
N -4.022228 -0.869014 -1.549824 -0.5945 0.2230 0.1348 -0.074
C -5.321042 -0.692307 -2.188625 -0.9398 -0.2945 -0.2372 -0.066
C -4.041867 -1.743762 -0.431075 -2.3750 0.5576 0.4006 -0.487
C -5.283751 -1.936610 0.475709 -0.5074 -0.1543 -1.2051 0.003
O -3.107095 -2.401599 -0.166217 2.9163 -1.2322 0.6888 0.134
H 2.796667 -2.802671 -0.434858 -0.1727 -0.0417 0.9608 0.015
H 2.319343 -3.146209 1.295083 -0.0746 0.4541 -0.2089 0.084
H 3.998104 -2.816894 0.857325 -0.3668 0.1225 -0.0015 0.056
H 2.634791 0.785790 0.218780 -0.3123 -0.0751 0.2885 0.130
H 3.382759 -1.211919 -1.554687 -0.2515 0.2230 0.4193 0.062
H 3.003434 0.465838 -1.862579 -0.0724 -0.3887 0.1273 0.121
H 1.030597 0.053996 -2.833897 -0.1738 -0.2850 0.3977 0.092
H 1.744651 -1.526528 -3.076352 -0.1859 0.3014 0.1891 0.104
H 0.215209 -1.560522 -0.477934 0.3035 0.1707 -0.3160 0.100
H 0.163552 -2.638123 -1.865705 0.1598 0.3750 0.1315 0.111
H -1.885178 -1.782476 -2.205572 -0.0728 0.4722 0.2054 0.102
H -0.964602 -0.475034 -3.014507 -0.4617 -0.4022 0.1481 0.114
H -1.470967 -0.111037 -0.068446 -0.2716 0.3966 -0.1455 0.137
H -4.329203 2.218185 -0.744650 0.1743 -0.3588 0.0770 0.123
H -4.927494 0.804318 0.086864 0.3825 0.0046 -0.1959 0.111
H -2.152775 1.999106 0.860832 -0.6922 -0.1781 -0.4304 0.038
H -3.709273 2.609373 1.410761 0.3003 -0.1820 -0.3510 0.103
H -3.610223 -0.330183 1.850178 0.0304 0.4170 -0.2065 0.090
H -1.072333 0.545273 2.175108 0.0602 -0.0129 0.5405 0.061
H -1.782401 0.994618 3.820837 0.2095 0.1760 -0.5113 0.078
H -1.923115 -0.669795 3.212702 0.1252 1.6103 -0.2094 -0.035
H -5.281507 1.314580 2.802020 0.2526 -0.2037 0.2080 0.076
H -4.293162 0.492184 4.077352 -0.2361 0.4736 -0.0226 0.080
H -3.971580 2.215013 3.561924 0.0739 -0.4706 0.0969 0.078
H -5.254835 -0.606434 -3.284399 0.3596 0.1162 0.4169 0.098
H -5.922885 0.158010 -1.819410 0.3183 -0.1457 -0.0229 0.098
H -5.926971 -1.597080 -2.015495 0.3050 0.2996 -0.0377 0.097
H -6.118144 -1.288118 0.177396 0.2180 -0.0376 0.5191 0.069
H -5.008455 -1.856733 1.531631 0.0106 0.2405 -0.3586 0.081
H -5.627320 -2.976035 0.330270 0.1605 0.3493 0.0149 0.094
Cl -0.691853 -2.398498 3.228802 0.6295 -1.1083 -0.0102 0.614
C 0.527179 -2.182751 4.513379 -0.0081 0.0862 0.0631 -0.619
C 0.185241 -2.971043 5.752854 0.1206 -0.0787 0.0244 -0.659
Cl -1.258171 -2.332115 6.583994 -0.0164 -0.0143 -0.0295 0.534
H 0.608223 -1.118367 4.724248 -0.0962 0.0013 -0.0156 0.078
H 1.476658 -2.519414 4.110931 0.1031 -0.0678 -0.0621 0.068
H 1.010552 -2.914702 6.461713 -0.0128 0.0727 -0.0271 0.073
H 0.003758 -4.019038 5.521658 -0.0800 0.0724 -0.0280 0.067
Cl 1.223021 6.344743 3.164521 0.0064 0.0118 0.0647 0.528
C 1.548494 5.135444 1.892410 0.0605 -0.1051 -0.1271 -0.651
C 0.308098 4.773263 1.113381 0.1511 -0.0335 -0.1974 -0.656
Cl -0.863576 3.866003 2.100963 0.0929 0.1655 0.1306 0.602
H 1.990872 4.261389 2.366740 -0.0888 0.0407 0.0625 0.068
H 2.288432 5.573321 1.223206 -0.0749 0.0374 -0.0115 0.073
H 0.573031 4.134247 0.270663 0.0066 -0.0383 0.0524 0.050
H -0.191098 5.656784 0.725268 -0.0043 -0.0108 0.1109 0.010
Cl 5.988043 -2.400420 -1.091511 0.0782 0.0220 0.0561 0.592
C 6.149318 -3.578519 -2.423616 -0.0060 0.0564 -0.0691 -0.680
C 4.824324 -3.880440 -3.075662 0.0211 0.0048 -0.1580 -0.666
Cl 3.727523 -4.789489 -1.997560 -0.0110 -0.0440 -0.0495 0.574
H 6.613195 -4.478607 -2.024098 -0.0683 0.0289 0.0582 0.076
H 6.829361 -3.141272 -3.156834 -0.5850 -0.1267 0.5273 -0.064
H 4.981555 -4.498792 -3.960415 -0.0553 0.2380 0.3866 -0.040
H 4.314937 -2.968239 -3.383083 -0.0176 0.0093 0.1157 0.066
Cl -2.135907 7.389060 1.232832 -0.1132 0.0373 -0.1068 0.570
C -2.804526 8.345252 2.576480 -0.0062 0.1321 0.1079 -0.652
C -2.812199 7.569300 3.871249 0.1085 0.0921 0.1061 -0.661
Cl -3.977505 6.221784 3.840848 0.0030 -0.0343 -0.0162 0.530
H -3.805601 8.667424 2.296701 0.0111 -0.1122 -0.0173 0.068
H -2.177322 9.230286 2.679358 0.0406 -0.0674 0.0474 0.073
H -3.105770 8.224671 4.690868 -0.0463 0.0153 -0.0640 0.072
H -1.828536 7.159918 4.095177 -0.0457 -0.0705 -0.1045 0.052
Cl 8.228618 -3.202351 -4.778760 0.5304 -0.0249 -0.6170 0.640
C 8.400562 -4.361427 -6.125527 0.1390 -0.0535 -0.1171 -0.621
C 7.077471 -4.667217 -6.780307 0.0515 0.0827 -0.1935 -0.629
Cl 5.994788 -5.592000 -5.708882 0.1652 -0.2445 -0.3091 0.622
H 8.870833 -5.261252 -5.734851 -0.0755 0.0339 0.0697 0.073
H 9.076716 -3.908206 -6.849419 -0.0780 0.0300 -0.0117 0.076
H 7.240665 -5.274529 -7.669725 0.0300 -0.0315 0.0578 0.075
H 6.560109 -3.757120 -7.077802 -0.0038 -0.0245 0.0949 0.074
```
Positions in Å, forces in eV/Å.

Spin multiplicity: 1
Lowest unoccupied orbital energy, eV: 0.4
SMILES string: CC(=O)NCCCC[C@@H](C#N)[C@](C#N)(CCC(C)C)N(C)C(C)=O.ClCCCl.ClCCCl.ClCCCl.ClCCCl.ClCCCl
Calculated total energy, Ha: -6068.25958
Kohn-Sham gap, eV: 9.70
Charge: 0

Which value of calculated total energy does entry 2 give?
-6068.25958 Ha